The following is a DFT calculation (ωB97M-V/def2-TZVPD) of a molecular structure, C18H27BrHgN3OS.

```
52
Properties=species:S:1:pos:R:3
C 0.7766 -0.4056 -0.4834
H 5.4544 1.2350 3.2183
H -6.7263 1.6808 -3.0037
C -1.7708 -0.1157 1.0542
H -0.4152 -2.2773 2.1421
H -3.3751 -2.4739 -1.0247
C 5.7891 -0.0411 0.8902
H -5.6861 1.1526 -5.8348
C -4.8631 0.7335 -3.2936
H -1.3492 -1.3601 3.3324
H -7.2005 1.9783 -5.4560
Hg -0.4502 1.4156 -3.1710
S -5.1926 -0.6627 -2.2568
H -5.4969 2.6549 -3.8304
H -1.9263 -1.0575 0.5370
C -0.4446 -0.1223 1.8170
H 3.7047 1.2387 3.3192
Br 2.0563 -0.9143 -2.9592
C -6.4883 1.2371 -5.1069
C 2.0749 -0.5261 -1.1006
C 3.2620 -0.1027 0.9149
C -0.4251 1.1389 2.6974
H 5.8512 -0.9301 0.2698
C 3.2703 -0.3436 -0.4551
C 4.5235 -0.0457 1.7491
H 4.5059 2.1049 2.0158
C -0.4412 -1.3616 2.7311
H 4.1845 -0.3980 -1.0218
C -3.4624 -0.9826 -2.3745
H -6.9930 0.2788 -5.0301
H 5.8189 0.8363 0.2495
C 4.5181 -1.3099 2.6225
C 0.7995 -0.1630 0.9403
H -1.8065 0.6866 0.3220
H 4.4616 -2.1980 1.9976
H 0.4215 1.1512 3.3791
O -0.2558 -0.5064 -1.1881
H 3.6649 -1.3222 3.2935
C 2.0218 -0.0333 1.5586
H -2.5832 0.0247 1.7681
H -1.3353 1.1707 3.2952
C 4.5416 1.2094 2.6303
H 2.0315 0.1250 2.6252
H -1.8797 -2.0019 -1.7453
H 5.4225 -1.3627 3.2198
N -3.6303 0.8338 -3.6061
H -0.3824 2.0315 2.0764
N -2.8896 -2.0567 -1.8030
H 6.6684 -0.0211 1.5293
H 0.4158 -1.3654 3.4012
N -2.8413 -0.1147 -3.1064
C -5.9292 1.6578 -3.7478
```

Computed properties:
* 2S+1: 2
* HOMO (spin up / spin down): -7.34 / -7.30 eV
* LUMO (spin up / spin down): 0.5 / -2.1 eV
* E_tot: -4067.1862 Eh